{"formula": "C17H20InN3O", "method": "ωB97M-V/def2-TZVPD", "spin_multiplicity": 1, "total_charge": -2, "e_homo_ev": [1.15, 1.95], "lumo_ha": [0.172, 0.177], "fmax_ha_per_bohr": 0.0452, "species": ["In", "C", "C", "C", "H", "C", "C", "H", "H", "H", "H", "C", "C", "C", "H", "C", "C", "H", "H", "H", "H", "O", "C", "C", "C", "C", "C", "H", "H", "H", "H", "H", "H", "H", "H", "H", "H", "N", "C", "N", "C", "N"], "xyz": [[-0.07, -1.12, 0.88], [2.00, 0.56, 2.16], [2.26, -0.44, 1.15], [2.36, 0.27, -0.12], [2.65, -1.44, 1.33], [2.09, 1.63, 0.13], [1.86, 1.80, 1.53], [1.64, 2.75, 2.02], [1.97, 0.37, 3.23], [2.67, -0.17, -1.06], [2.10, 2.43, -0.61], [-2.26, 0.38, 1.69], [-1.72, 1.62, 2.11], [-1.33, 2.35, 0.95], [-1.63, 1.97, 3.14], [-1.63, 1.57, -0.19], [-2.18, 0.32, 0.25], [-2.62, -0.44, -0.39], [-2.72, -0.36, 2.33], [-0.88, 3.34, 0.94], [-1.53, 1.89, -1.23], [0.01, -2.68, -0.39], [-0.32, -0.44, -3.18], [0.30, -1.77, -2.96], [0.49, 0.79, -3.20], [-1.77, -0.36, -3.41], [0.62, -2.72, -1.66], [1.31, -1.68, -3.41], [-0.26, -2.46, -3.61], [0.38, -3.74, -1.99], [1.71, -2.67, -1.50], [0.37, 1.33, -4.17], [1.55, 0.57, -3.07], [0.19, 1.51, -2.42], [-2.02, -0.34, -4.49], [-2.23, 0.55, -2.98], [-2.27, -1.24, -2.98], [-0.26, -1.71, 2.93], [-0.24, -1.41, 4.08], [-0.24, -1.31, 5.34], [-0.19, -0.21, 6.05], [-0.16, 0.71, 6.79]]}

{"formula": "C48H33N7O5P2Se2Ti", "method": "ωB97M-V/def2-TZVPD", "spin_multiplicity": 1, "total_charge": -2, "e_homo_ev": -1.81, "lumo_ha": 0.133, "fmax_ha_per_bohr": 0.0064, "species": ["Ti", "C", "C", "C", "C", "C", "C", "N", "C", "C", "C", "C", "C", "C", "N", "N", "C", "C", "C", "C", "C", "N", "H", "H", "H", "H", "H", "H", "H", "H", "H", "H", "H", "H", "H", "O", "C", "C", "O", "C", "C", "O", "C", "O", "O", "Se", "P", "C", "C", "C", "C", "C", "C", "C", "C", "C", "C", "C", "C", "C", "C", "N", "N", "N", "P", "Se", "C", "C", "C", "C", "C", "C", "C", "C", "C", "C", "C", "C", "H", "H", "H", "H", "H", "H", "H", "H", "H", "H", "H", "H", "H", "H", "H", "H", "H", "H", "H", "H"], "xyz": [[0.18, 0.71, 0.37], [0.60, -1.23, 5.38], [1.15, -1.90, 4.30], [0.65, -1.70, 3.02], [-0.40, -0.81, 2.82], [-0.94, -0.13, 3.91], [-0.45, -0.34, 5.18], [-0.85, -0.54, 1.50], [-2.17, -0.80, 1.17], [-3.08, -1.56, 1.89], [-4.38, -1.72, 1.41], [-4.77, -1.11, 0.22], [-3.86, -0.35, -0.51], [-2.56, -0.20, -0.04], [-1.53, 0.51, -0.62], [-1.84, 1.14, -1.81], [-0.81, 1.82, -2.20], [-0.79, 2.61, -3.40], [0.32, 3.30, -3.73], [1.49, 3.24, -2.92], [1.44, 2.47, -1.79], [0.33, 1.78, -1.42], [1.01, -1.38, 6.38], [1.99, -2.58, 4.45], [1.08, -2.20, 2.16], [-1.74, 0.58, 3.73], [-0.86, 0.21, 6.02], [-2.78, -2.03, 2.82], [-5.09, -2.32, 1.97], [-5.79, -1.23, -0.14], [-4.15, 0.15, -1.42], [-1.69, 2.63, -4.00], [0.33, 3.91, -4.64], [2.39, 3.76, -3.18], [2.30, 2.37, -1.15], [1.92, 4.00, 5.27], [1.61, 3.40, 4.27], [0.35, 3.62, 3.44], [-0.52, 4.44, 3.69], [0.44, 2.64, 2.37], [1.61, 1.89, 2.46], [1.79, 0.97, 1.57], [2.42, 2.28, 3.61], [3.49, 1.86, 4.00], [-0.36, 2.38, 1.40], [5.86, -0.12, -2.41], [4.19, -1.09, -3.23], [3.49, -0.16, -4.64], [2.16, 0.24, -4.66], [1.67, 0.96, -5.74], [2.50, 1.29, -6.80], [3.85, 0.94, -6.75], [4.34, 0.23, -5.67], [4.66, -2.75, -3.81], [5.14, -2.98, -5.10], [5.67, -4.21, -5.43], [5.72, -5.23, -4.48], [5.22, -5.01, -3.21], [4.70, -3.77, -2.87], [2.79, -1.37, -2.14], [1.73, -2.30, -2.06], [0.94, -1.91, -1.06], [1.46, -0.80, -0.57], [2.57, -0.45, -1.19], [1.07, -3.77, -2.88], [1.51, -5.60, -1.90], [1.58, -3.77, -4.63], [2.25, -4.86, -5.17], [2.58, -4.88, -6.52], [2.24, -3.80, -7.33], [1.56, -2.72, -6.80], [1.21, -2.71, -5.46], [-0.71, -3.41, -3.03], [-1.57, -4.48, -3.22], [-2.92, -4.26, -3.43], [-3.42, -2.96, -3.46], [-2.56, -1.89, -3.28], [-1.21, -2.11, -3.06], [1.51, 0.01, -3.83], [0.64, 1.28, -5.74], [2.12, 1.85, -7.64], [4.52, 1.23, -7.56], [5.40, 0.01, -5.61], [5.09, -2.20, -5.85], [6.03, -4.38, -6.43], [6.12, -6.20, -4.75], [5.22, -5.80, -2.47], [4.33, -3.60, -1.86], [2.52, -5.68, -4.52], [3.11, -5.72, -6.93], [2.50, -3.81, -8.38], [1.29, -1.87, -7.42], [0.65, -1.88, -5.05], [-1.17, -5.49, -3.17], [-3.59, -5.10, -3.56], [-4.48, -2.79, -3.60], [-2.92, -0.87, -3.25], [-0.57, -1.25, -2.87]]}

{"formula": "C20H18F16N2O2", "method": "ωB97M-V/def2-TZVPD", "spin_multiplicity": 1, "total_charge": 0, "e_homo_ev": -9.67, "lumo_ha": 0.013, "fmax_ha_per_bohr": 0.0309, "smiles": "FC(F)C(F)(F)COC(F)(F)C(F)F.FC(F)C(F)(F)COC(F)(F)C(F)F.c1ccncc1.c1ccncc1", "species": ["F", "C", "F", "C", "F", "F", "C", "O", "C", "F", "F", "C", "F", "F", "H", "H", "H", "H", "F", "C", "F", "C", "F", "F", "C", "O", "C", "F", "F", "C", "F", "F", "H", "H", "H", "H", "C", "C", "C", "N", "C", "C", "H", "H", "H", "H", "H", "C", "C", "C", "N", "C", "C", "H", "H", "H", "H", "H"], "xyz": [[-9.24, -19.83, 18.41], [-10.14, -19.79, 19.42], [-10.64, -18.54, 19.50], [-11.28, -20.81, 19.28], [-12.25, -20.30, 18.49], [-11.81, -20.98, 20.51], [-10.81, -22.12, 18.70], [-9.56, -22.44, 19.29], [-8.99, -23.55, 18.85], [-9.74, -24.65, 19.02], [-8.76, -23.47, 17.49], [-7.62, -23.69, 19.51], [-7.76, -23.89, 20.84], [-6.99, -24.74, 18.98], [-9.59, -19.96, 20.35], [-10.70, -21.96, 17.62], [-11.54, -22.91, 18.87], [-7.06, -22.77, 19.37], [-5.72, -14.96, 26.48], [-6.79, -15.54, 25.89], [-6.98, -16.76, 26.43], [-8.04, -14.68, 26.14], [-7.71, -13.39, 25.88], [-8.36, -14.76, 27.46], [-9.24, -15.12, 25.36], [-8.94, -15.16, 23.97], [-10.03, -15.25, 23.17], [-10.71, -16.39, 23.42], [-10.89, -14.22, 23.38], [-9.55, -15.28, 21.72], [-10.61, -15.07, 20.90], [-8.58, -14.38, 21.45], [-6.61, -15.67, 24.82], [-10.09, -14.49, 25.63], [-9.52, -16.11, 25.72], [-9.15, -16.27, 21.49], [-6.61, -18.99, 20.67], [-6.44, -17.65, 20.94], [-6.79, -17.19, 22.20], [-7.37, -17.95, 23.12], [-7.58, -19.21, 22.83], [-7.25, -19.80, 21.61], [-6.32, -19.43, 19.72], [-5.89, -17.04, 20.23], [-6.59, -16.16, 22.45], [-7.96, -19.84, 23.63], [-7.47, -20.83, 21.38], [-6.53, -12.01, 22.46], [-5.45, -12.67, 23.01], [-4.87, -12.13, 24.15], [-5.29, -10.99, 24.70], [-6.33, -10.38, 24.16], [-7.02, -10.85, 23.05], [-7.01, -12.38, 21.56], [-5.06, -13.55, 22.51], [-3.96, -12.55, 24.54], [-6.58, -9.42, 24.60], [-7.79, -10.27, 22.55]]}